Record 1
C2H2F5N2P | ωB97M-V with the def2-TZVPD basis set

```
12
Properties=species:S:1:pos:R:3
F -1.333 0.362 -1.760
H -0.291 -1.978 -1.947
N -0.780 1.226 0.284
F -0.058 -0.308 2.269
F 1.264 1.548 2.113
F 1.437 -0.160 0.164
P -0.202 1.233 2.438
F -1.740 2.133 0.206
C -0.618 0.426 -0.696
C 0.502 -1.645 -1.269
N 0.437 -0.543 -0.648
H 1.382 -2.294 -1.154
```

## Properties
Spin multiplicity ... 1
E_HOMO ... -22.07 eV
ΔE to the lowest compared entry with this formula, charge and spin ... 0.00 kJ/mol
Frontier orbital gap ... 10.635 eV
Total charge ... +2

---

Record 2
C2H2F5N3 | ωB97M-V with the def2-TZVPD basis set

```
12
Properties=species:S:1:pos:R:3
N 0.983 1.358 -0.891
C -0.784 -2.500 0.241
F 1.320 -0.163 0.791
F -1.056 4.719 0.737
C 1.484 0.332 -0.385
N -0.134 -2.874 -0.705
F -0.034 2.081 -0.265
F 0.734 -2.232 -1.553
H -1.526 4.337 0.063
H -1.733 -2.412 1.976
F 2.333 -0.418 -1.068
N -1.586 -2.228 1.059
```

## Properties
Spin multiplicity ... 1
E_HOMO ... -10.49 eV
ΔE to the lowest compared entry with this formula, charge and spin ... 0.00 kJ/mol
Frontier orbital gap ... 10.695 eV
SMILES string ... FN=C(F)F.N=C=NF.F

---

Record 3
C2H2FI | ωB97M-V with the def2-TZVPD basis set

```
6
Properties=species:S:1:pos:R:3
H 0.470 -0.811 0.342
H -0.430 0.944 -0.193
I -3.592 0.263 0.008
C -0.379 -0.141 0.014
F -1.947 -2.138 -0.033
C -1.790 -0.808 0.060
```

## Properties
Spin multiplicity ... 1
E_HOMO ... -8.89 eV
ΔE to the lowest compared entry with this formula, charge and spin ... 108.66 kJ/mol
Frontier orbital gap ... 9.191 eV
SMILES string ... C=C(F)I

---

Record 4
C2H2FIO3 | ωB97M-V with the def2-TZVPD basis set

```
9
Properties=species:S:1:pos:R:3
O -2.211 0.099 0.035
I 0.467 1.328 1.773
H 1.905 -0.564 -1.030
C -1.186 0.422 -0.440
H 0.543 -1.254 1.449
O 0.170 -1.355 0.566
O 1.139 0.047 -0.983
F -1.053 1.397 -1.316
C 0.225 -0.121 -0.053
```

## Properties
Spin multiplicity ... 1
E_HOMO ... -9.91 eV
ΔE to the lowest compared entry with this formula, charge and spin ... 44.28 kJ/mol
Frontier orbital gap ... 9.196 eV
SMILES string ... O=C(F)C(O)(O)I

---

Record 5
C2H2FIrO2 | ωB97M-V with the def2-TZVPD basis set

```
8
Properties=species:S:1:pos:R:3
O 0.259 0.138 -0.301
F 3.736 0.631 0.061
Ir 2.026 0.431 -0.001
C -0.795 -0.776 0.011
H -1.143 -1.391 -0.833
H -0.797 -1.175 1.036
C -1.339 0.589 -0.049
O -1.947 1.553 0.075
```

## Properties
Spin multiplicity ... 5
E_HOMO (alpha / beta) ... -22.34 / -23.20 eV
ΔE to the lowest compared entry with this formula, charge and spin ... 0.00 kJ/mol
Frontier orbital gap (alpha / beta) ... 12.368 / 8.563 eV
Total charge ... +2

---

Record 6
C2H2FKNaO2 | ωB97M-V with the def2-TZVPD basis set

```
9
Properties=species:S:1:pos:R:3
C 3.098 -0.013 0.455
F 1.303 0.406 1.815
Na 2.500 -1.245 3.293
O 3.531 -1.601 -1.245
H 3.318 1.353 0.624
K 3.903 -3.917 -0.261
C 3.151 -0.434 -0.904
H 2.716 0.239 -1.664
O 3.550 -0.742 1.385
```

## Properties
Spin multiplicity ... 2
E_HOMO (alpha / beta) ... -5.30 / -7.20 eV
ΔE to the lowest compared entry with this formula, charge and spin ... 0.00 kJ/mol
Frontier orbital gap (alpha / beta) ... 4.008 / 5.890 eV

---

Record 7
C2H2FKNaO2 | ωB97M-V with the def2-TZVPD basis set

```
9
Properties=species:S:1:pos:R:3
Na 1.457 2.086 -0.347
K 3.139 -2.262 -0.889
F -1.968 0.327 -0.937
O -0.616 1.768 0.271
H -1.640 -0.148 0.995
H -0.260 -1.443 0.806
C -1.081 0.599 0.227
C -0.093 -0.563 0.155
O 1.061 -0.364 -0.280
```

## Properties
Spin multiplicity ... 1
E_HOMO ... -11.51 eV
ΔE to the lowest compared entry with this formula, charge and spin ... 0.00 kJ/mol
Frontier orbital gap ... 7.035 eV
Total charge ... +1

---

Record 8
C2H2FKO | ωB97M-V with the def2-TZVPD basis set

```
7
Properties=species:S:1:pos:R:3
F -2.089 0.091 -0.129
C 0.669 -0.272 0.046
H 0.570 -0.914 0.926
H 0.678 -0.909 -0.843
C 1.740 0.612 0.116
O 2.838 0.939 0.159
K -4.405 0.452 -0.275
```

## Properties
Spin multiplicity ... 2
E_HOMO (alpha / beta) ... -14.55 / -13.60 eV
Frontier orbital gap (alpha / beta) ... 10.138 / 6.220 eV
Total charge ... +1

---

no.,electronic energy (Eh)
1,-1026.71380
2,-740.76501
3,-474.87554
4,-700.67904
5,-431.05525
6,-1089.91803
7,-1089.76527
8,-852.11170